The following is a quantum chemistry calculation of a structure of composition CH3AgNaO in a non-equilibrium geometry, from the Open Molecules 2025 dataset.

Each line ends with the Löwdin charge.
Cartesian coordinates (Å):
Ag -1.92396 1.08510 -1.57037  0.294
Na 2.34682 0.38676 -0.71657  0.593
O -0.70150 0.15090 0.53291  -0.448
C 0.36408 -0.60623 0.51061  -0.363
H 0.94529 -0.65224 1.43247  0.021
H -1.36718 1.16395 -0.11922  -0.118
H 0.33646 -1.52824 -0.06983  0.022

The value obtained for the HOMO energy (alpha / beta) is -5.7041 / -6.0402 eV. As for the spin multiplicity: 2. For the lowest unoccupied orbital energy (alpha / beta), the calculation gives -0.962 / -1.253 eV. The value obtained for the total energy is -424.19615 Eh.